Below is a cluster of 2 separate species, C8H16NO in total, with properties calculated with ωB97M-V with the def2-TZVPD basis set.

Values from the calculation:
Relative energy (zero: lowest compared OMol25 entry of this formula, charge and spin) = 451.13 kJ/mol
Net charge = +1
HOMO energy = -12.726 eV

Element x y z (Å)
O1 0.6188 0.6218 1.0232
N1 1.1976 0.4425 -1.5007
C1 -2.6829 0.2774 4.2250
C2 0.0452 -1.6370 -1.7040
C3 -1.7439 1.3332 3.6630
C4 -1.1896 1.2725 2.4986
C5 0.3197 -0.3237 -2.4050
C6 2.6100 0.0031 -1.5299
C7 0.0401 -0.0291 -3.6637
C8 -0.4866 1.4705 1.4321
H1 0.8424 -2.4180 -1.7461
H2 1.0122 0.2863 -0.4757
H3 0.9996 1.3992 -1.8220
H4 -3.4106 0.7108 4.9138
H5 -0.8303 -2.2438 -1.9297
H6 -0.9808 2.1438 0.7042
H7 0.2775 0.8609 -4.0310
H8 2.6576 -1.0986 -1.8822
H9 0.9703 0.5027 1.9183
H10 3.1380 0.2993 -0.5813
H11 3.0891 0.5407 -2.2824
H12 -3.3195 -0.2805 3.4027
H13 -1.4136 2.0134 4.3040
H14 -0.1725 -1.4392 -0.7134
H15 -2.1284 -0.4705 4.5633
H16 -0.5999 -0.6660 -4.3021

Atoms 1-3, force components in eV/Å:
-1.008 1.563 1.850
-0.599 0.325 -0.929
-3.910 2.383 -3.891

---

Below is a cluster of 2 separate species, C3H5NS in total, with properties calculated with ωB97M-V with the def2-TZVPD basis set.

Values from the calculation:
Relative energy (zero: lowest compared OMol25 entry of this formula, charge and spin) = 220.18 kJ/mol
Net charge = 0
HOMO energy = -8.498 eV

Element x y z (Å)
S1 -3.3453 1.6253 -0.7722
N1 1.1037 -0.6620 -0.0062
C1 -2.2240 2.0881 0.3207
C2 1.7950 -1.8212 -0.3242
C3 0.4656 0.2836 0.3102
H1 1.1330 -2.6489 -0.2161
H2 -2.4705 1.9294 1.4176
H3 -1.3103 2.5838 0.1728
H4 2.6149 -1.8077 0.3877
H5 2.2379 -1.5704 -1.2903

Atoms 1-3, force components in eV/Å:
1.238 0.484 0.669
-2.879 3.454 1.297
-2.805 -1.082 1.310

---

Below is a structure of composition C29H24Cl2KN9O2S, with properties calculated with ωB97M-V with the def2-TZVPD basis set.

Values from the calculation:
Relative energy (zero: lowest compared OMol25 entry of this formula, charge and spin) = 0.00 kJ/mol
Net charge = -2
HOMO energy = -2.012 eV

Element x y z (Å)
K1 -0.0512 -0.8415 0.1778
Cl1 5.1246 -5.8492 -2.0671
Cl2 3.4233 -5.3441 -4.7285
S1 -3.1592 -0.7249 0.9058
O1 4.0348 -2.7201 1.5615
O2 -0.7961 -3.1025 -3.1596
N1 -2.6224 1.8622 1.6957
N2 -1.2965 1.5887 1.6053
N3 1.3975 1.3761 1.1183
N4 0.8419 -1.6350 2.6182
N5 0.8161 -1.7449 -2.1912
N6 2.2343 0.4205 -2.5409
N7 2.1329 -2.3428 0.2441
N8 -0.9607 0.3411 -2.2769
N9 -4.7479 1.3932 1.2074
C1 1.7930 -2.7651 -2.1169
C2 2.7018 1.2486 0.9229
C3 -6.2375 -0.0063 2.6241
C4 -0.9907 3.6094 2.9881
C5 2.1710 -1.6703 2.5468
C6 3.1038 -4.4545 -3.2604
C7 2.3632 -0.4174 4.5780
C8 0.2599 -0.9980 3.6315
C9 2.5311 -2.9902 -0.9146
C10 -3.2031 1.1436 -2.4536
C11 -5.9213 0.5548 1.2409
C12 2.0926 -3.5075 -3.2527
C13 1.8456 3.0401 2.7615
C14 3.5628 -3.9432 -0.9614
C15 3.2077 2.8974 2.5536
C16 0.9759 -0.3624 4.6328
C17 3.8363 -4.6648 -2.1090
C18 2.9698 -1.0914 3.5343
C19 -0.5106 2.4318 2.1772
C20 2.8674 -2.3309 1.3455
C21 -3.6218 -0.0966 -2.9109
C22 -0.3770 -2.0216 -2.7203
C23 2.9497 1.3191 -2.7126
C24 -1.3710 -0.8577 -2.6948
C25 -3.4492 0.9124 1.2899
C26 3.6543 1.9913 1.6102
C27 -2.6933 -1.1158 -3.0353
C28 -1.8581 1.3097 -2.1538
C29 0.9517 2.2634 2.0158
H1 4.7050 1.8430 1.4015
H2 3.9089 3.4933 3.1270
H3 -5.7585 -0.2655 0.5428
H4 3.0014 0.5150 0.1819
H5 -0.5349 4.5426 2.6462
H6 -1.4868 2.2572 -1.7764
H7 -0.7261 3.4855 4.0435
H8 0.4569 0.1708 5.4195
H9 -3.9007 1.9552 -2.2943
H10 -5.3906 -0.5969 2.9740
H11 1.5362 -0.4611 -2.3709
H12 -4.8274 2.3131 1.6154
H13 -2.0700 3.6850 2.9074
H14 4.1441 -4.1133 -0.0697
H15 -2.9524 -2.1138 -3.3571
H16 -6.7642 1.1466 0.8691
H17 1.5129 -3.3441 -4.1487
H18 1.4813 3.7430 3.4967
H19 -4.6668 -0.2731 -3.1381
H20 2.9635 0.0729 5.3366
H21 -0.8256 -0.9754 3.6100
H22 -7.1201 -0.6513 2.5961
H23 4.0425 -1.1737 3.4318
H24 -6.4237 0.7969 3.3423

Atoms 1-3, force components in eV/Å:
-0.455 0.418 0.240
0.018 -0.010 0.006
0.005 -0.024 -0.050

---

What did the third record say?
Below is a structure of composition C29H24Cl2KN9O2S, with properties calculated with ωB97M-V with the def2-TZVPD basis set.

Values from the calculation:
Relative energy (zero: lowest compared OMol25 entry of this formula, charge and spin) = 0.00 kJ/mol
Net charge = -2
HOMO energy = -2.012 eV

Element x y z (Å)
K1 -0.0512 -0.8415 0.1778
Cl1 5.1246 -5.8492 -2.0671
Cl2 3.4233 -5.3441 -4.7285
S1 -3.1592 -0.7249 0.9058
O1 4.0348 -2.7201 1.5615
O2 -0.7961 -3.1025 -3.1596
N1 -2.6224 1.8622 1.6957
N2 -1.2965 1.5887 1.6053
N3 1.3975 1.3761 1.1183
N4 0.8419 -1.6350 2.6182
N5 0.8161 -1.7449 -2.1912
N6 2.2343 0.4205 -2.5409
N7 2.1329 -2.3428 0.2441
N8 -0.9607 0.3411 -2.2769
N9 -4.7479 1.3932 1.2074
C1 1.7930 -2.7651 -2.1169
C2 2.7018 1.2486 0.9229
C3 -6.2375 -0.0063 2.6241
C4 -0.9907 3.6094 2.9881
C5 2.1710 -1.6703 2.5468
C6 3.1038 -4.4545 -3.2604
C7 2.3632 -0.4174 4.5780
C8 0.2599 -0.9980 3.6315
C9 2.5311 -2.9902 -0.9146
C10 -3.2031 1.1436 -2.4536
C11 -5.9213 0.5548 1.2409
C12 2.0926 -3.5075 -3.2527
C13 1.8456 3.0401 2.7615
C14 3.5628 -3.9432 -0.9614
C15 3.2077 2.8974 2.5536
C16 0.9759 -0.3624 4.6328
C17 3.8363 -4.6648 -2.1090
C18 2.9698 -1.0914 3.5343
C19 -0.5106 2.4318 2.1772
C20 2.8674 -2.3309 1.3455
C21 -3.6218 -0.0966 -2.9109
C22 -0.3770 -2.0216 -2.7203
C23 2.9497 1.3191 -2.7126
C24 -1.3710 -0.8577 -2.6948
C25 -3.4492 0.9124 1.2899
C26 3.6543 1.9913 1.6102
C27 -2.6933 -1.1158 -3.0353
C28 -1.8581 1.3097 -2.1538
C29 0.9517 2.2634 2.0158
H1 4.7050 1.8430 1.4015
H2 3.9089 3.4933 3.1270
H3 -5.7585 -0.2655 0.5428
H4 3.0014 0.5150 0.1819
H5 -0.5349 4.5426 2.6462
H6 -1.4868 2.2572 -1.7764
H7 -0.7261 3.4855 4.0435
H8 0.4569 0.1708 5.4195
H9 -3.9007 1.9552 -2.2943
H10 -5.3906 -0.5969 2.9740
H11 1.5362 -0.4611 -2.3709
H12 -4.8274 2.3131 1.6154
H13 -2.0700 3.6850 2.9074
H14 4.1441 -4.1133 -0.0697
H15 -2.9524 -2.1138 -3.3571
H16 -6.7642 1.1466 0.8691
H17 1.5129 -3.3441 -4.1487
H18 1.4813 3.7430 3.4967
H19 -4.6668 -0.2731 -3.1381
H20 2.9635 0.0729 5.3366
H21 -0.8256 -0.9754 3.6100
H22 -7.1201 -0.6513 2.5961
H23 4.0425 -1.1737 3.4318
H24 -6.4237 0.7969 3.3423

Atoms 1-3, force components in eV/Å:
-0.455 0.418 0.240
0.018 -0.010 0.006
0.005 -0.024 -0.050